This record from the Open Molecules 2025 dataset describes a molecular structure, C4H4O3 in a non-equilibrium geometry. The level of theory is ωB97M-V/def2-TZVPD.

CARTESIAN COORDINATES (ANGSTROEM)
1 C -0.86619 1.07110 0.10249
2 C -1.42661 -0.96988 0.04852
3 C 0.16573 0.05978 0.54376
4 C 1.36840 -0.10395 -0.33691
5 O -0.86592 2.23537 -0.08382
6 O -1.75861 -2.08740 -0.05690
7 O -1.97967 0.22886 -0.17487
8 H 0.34146 0.00913 1.61097
9 H 1.77690 -1.10228 -0.20398
10 H 2.14221 0.61414 -0.06772
11 H 1.10230 0.04513 -1.38153

Atomic forces in eV per Å
0.509 -0.133 0.205
4.304 1.330 1.405
-3.106 -1.996 -1.090
0.025 0.070 0.080
-0.239 -0.111 0.003
-0.569 0.420 -0.170
-1.085 0.391 -0.373
-0.061 0.094 0.099
0.067 -0.069 -0.069
0.059 0.071 -0.035
0.097 -0.067 -0.057

Summary:
Relative energy (zero: lowest compared OMol25 entry of this formula, charge and spin) in kcal per mole: 30.3
LUMO energy in eV: 0.6449
HOMO-LUMO gap in eV: 10.49
F_max in eV/A: 4.72

natural (NBO) population analysis, charges in e, atoms 1 to 8:
1. C 0.778
2. C 0.833
3. C -0.398
4. C -0.629
5. O -0.492
6. O -0.505
7. O -0.508
8. H 0.244